{"formula": "C4H9NO", "method": "wB97M-V/def2-TZVPD", "species": ["C", "C", "C", "O", "N", "C", "H", "H", "H", "H", "H", "H", "H", "H", "H"], "xyz": [[1.345277, -0.684224, -0.204172], [1.306787, 1.206951, 0.389722], [0.031241, 0.542279, 0.593890], [-0.060471, 0.081846, 1.737923], [-1.015865, 0.561451, -0.307926], [-1.983786, -0.506691, -0.182809], [0.589483, -1.498181, -0.109085], [1.488671, -0.496561, -1.266237], [2.212752, -0.983508, 0.344244], [1.565419, 1.718693, 1.341476], [1.958266, 1.481895, -0.423589], [-0.799131, 0.843345, -1.253074], [-1.679015, -1.425908, -0.709887], [-2.083347, -0.730216, 0.879934], [-2.947616, -0.177770, -0.573934]], "forces_ev_per_angstrom": [[1.3083, 0.0836, -0.0565], [0.2621, -1.3202, -0.2886], [-1.0392, 1.1299, 0.8427], [-1.2548, 0.0814, 0.1041], [0.0417, -0.0832, -0.0987], [-0.2444, -0.1415, 0.0229], [0.1851, 1.2277, 0.4570], [0.3827, 0.0491, 0.1088], [0.6706, -0.3173, -0.0634], [0.5743, -1.4018, -0.4299], [-0.9107, 0.5214, -0.7224], [0.0892, 0.0956, 0.1732], [-0.0573, 0.1546, 0.0818], [-0.0558, -0.0002, -0.1542], [0.0481, -0.0792, 0.0231]], "total_energy_ha": -287.6765, "multiplicity": 1, "relative_energy_ev": 4.245}